1.
145
Properties=species:S:1:pos:R:3:forces:R:3:mulliken_charge:R:1 method="wB97M-V/def2-TZVPD" e_above_lowest_kj_mol=927.6 lumo_ev=0.14 homo_energy_ev=-8.99 gap_ev=9.1 smiles=COC[C@H](C)N.COC[C@H](C)N.COC[C@H](C)N.COC[C@H](C)N.COC[C@H](C)N.OCCO.OCCO.OCCO.OCCO.OCCO.OCCO largest_force_ha_per_bohr=0.073 mol_weight_da=818.10
C 34.8228 -12.0065 10.3533 -0.31 0.34 -1.71 -1.350
C 36.0152 -12.0185 9.2975 -0.98 -0.06 1.16 0.416
C 35.4775 -12.3836 7.8527 1.17 -1.10 0.80 -0.674
O 36.4607 -12.0508 6.8991 -0.24 0.13 -1.51 -0.317
C 36.1011 -12.5159 5.5787 0.53 -0.88 0.56 -0.824
N 36.7638 -10.7494 9.3514 -0.49 -0.14 -0.32 -0.748
H 34.1455 -12.8596 10.3137 0.28 -0.48 -0.43 0.326
H 34.2135 -11.1915 9.9626 -0.21 0.37 0.66 0.314
H 35.0255 -11.9055 11.4195 0.68 0.44 -0.30 0.322
H 36.6906 -12.7833 9.6809 0.08 -0.40 -0.68 0.260
H 34.5040 -12.0589 7.4854 -0.26 0.74 0.68 0.428
H 35.4177 -13.4719 7.8427 -0.29 -0.37 0.19 0.346
H 35.1613 -12.1581 5.1581 0.12 0.97 0.16 0.324
H 35.9241 -13.5908 5.5404 0.08 -0.48 0.67 0.323
H 36.9621 -12.4212 4.9170 -0.17 0.74 0.07 0.277
H 37.7343 -10.9286 9.5662 0.01 -0.07 0.10 0.274
H 36.7832 -10.3663 8.4172 -0.01 0.24 -0.12 0.305
C 30.8767 -18.9295 11.3728 0.54 0.06 0.12 -1.498
C 31.3921 -20.2995 11.7912 -0.75 -0.11 -1.70 0.334
C 30.3423 -21.4021 11.4907 0.32 -0.54 -0.23 -0.754
O 30.2934 -21.6883 10.0625 0.16 0.31 1.13 -0.316
C 29.3681 -22.6809 9.6608 0.11 -0.27 0.56 -0.768
N 32.6464 -20.5159 11.0238 -0.53 0.00 0.37 -0.749
H 31.7447 -18.2813 11.4929 -0.35 0.60 0.60 0.430
H 29.9895 -18.6709 11.9508 0.23 0.44 0.01 0.379
H 30.6728 -18.8181 10.3078 -0.38 -0.59 -0.10 0.326
H 31.6028 -20.2638 12.8600 -0.06 -0.27 0.05 0.304
H 29.3469 -21.2261 11.8985 -0.27 0.76 -0.26 0.475
H 30.6310 -22.2651 12.0906 0.39 -0.71 -0.44 0.383
H 28.3320 -22.3433 9.6874 -0.08 0.37 -0.25 0.291
H 29.3794 -23.5532 10.3143 0.29 -0.16 0.27 0.316
H 29.6490 -23.0441 8.6722 -0.08 0.34 -0.05 0.244
H 32.5004 -19.9790 10.1809 0.31 0.12 -0.27 0.306
H 32.6588 -21.4613 10.6687 0.15 -0.34 0.17 0.297
C 22.9430 -17.9999 22.6897 2.17 -0.62 -0.27 -1.594
C 22.3832 -17.8935 21.2610 0.54 -1.38 2.72 0.503
C 22.9328 -19.1700 20.4503 -1.11 1.46 0.83 -0.513
O 24.1007 -18.8405 19.8134 1.99 -0.68 1.68 -0.336
C 24.1004 -17.9002 18.8259 -0.62 -0.54 -1.85 -0.563
N 20.9786 -17.9438 21.6320 -1.40 -0.25 -2.27 -0.833
H 22.7355 -19.0084 23.0473 -0.42 -0.01 -0.07 0.370
H 22.5764 -17.3310 23.4683 -0.09 0.38 -0.49 0.331
H 24.0327 -18.0011 22.6618 0.30 0.47 0.23 0.369
H 22.5063 -16.9135 20.7999 1.06 -0.34 -0.38 0.362
H 22.1767 -19.6000 19.7934 -0.38 0.29 -0.55 0.333
H 23.2227 -20.0057 21.0872 -0.29 0.31 0.52 0.284
H 23.7382 -18.4884 17.9828 -0.36 0.70 -0.95 0.268
H 25.1243 -17.6323 18.5650 -0.08 0.33 0.41 0.214
H 23.4349 -17.0568 19.0099 0.28 0.22 -0.05 0.258
H 20.5963 -18.0047 20.6992 -1.35 -0.58 -0.33 0.255
H 20.7504 -16.9733 21.7941 -0.26 0.27 0.80 0.295
C 24.7483 -13.2018 10.0438 -1.39 -0.39 -2.68 -1.376
C 23.5166 -12.3351 10.2983 -0.90 -1.47 0.96 0.294
C 22.0561 -13.0671 10.4658 3.15 1.44 -1.41 -0.602
O 21.7417 -13.5844 9.1800 -0.33 -0.79 0.00 -0.311
C 20.7687 -14.6453 9.1216 0.61 0.23 1.06 -0.741
N 23.8322 -11.5615 11.5162 -0.39 -0.22 -0.70 -0.680
H 25.5325 -12.5912 9.5962 0.86 0.29 1.47 0.428
H 24.5814 -13.6425 9.0609 -0.70 -0.86 -0.15 0.368
H 24.9468 -14.0569 10.6900 0.37 0.69 0.41 0.305
H 23.4131 -11.6125 9.4888 -0.19 -0.35 -0.52 0.311
H 21.4916 -12.1634 10.6954 -0.93 -0.50 0.42 0.277
H 22.1533 -13.8095 11.2579 -0.45 -0.04 0.02 0.362
H 19.7583 -14.2374 9.1485 -0.08 -0.10 -0.21 0.270
H 20.9033 -15.3118 9.9735 -0.13 0.11 0.45 0.315
H 20.9315 -15.3383 8.2962 0.10 0.73 -0.52 0.270
H 24.6684 -11.1451 11.1322 0.53 0.71 0.91 0.265
H 23.1470 -10.8195 11.5043 -0.10 0.49 0.56 0.262
C 24.9945 -11.9523 23.7719 -0.79 1.60 -0.14 -1.212
C 24.2795 -10.6715 24.4429 3.12 -1.57 -1.29 0.716
C 23.9867 -10.9370 25.8564 -0.85 0.32 1.41 -0.906
O 23.1414 -9.8316 26.2411 1.04 -0.93 0.23 -0.362
C 22.4866 -10.0427 27.4613 -0.76 1.22 0.20 -0.697
N 25.1680 -9.5113 24.2706 -1.08 1.47 0.05 -0.714
H 24.5309 -12.0478 22.7901 -0.38 -0.87 0.24 0.291
H 24.9726 -12.8108 24.4432 -0.41 -0.18 -0.43 0.329
H 26.0322 -11.8144 23.4678 0.17 0.54 0.60 0.347
H 23.3023 -10.4592 24.0092 0.25 0.04 -0.55 0.247
H 24.8893 -11.0664 26.4536 0.36 0.64 0.23 0.278
H 23.4463 -11.8571 26.0790 -0.40 -0.28 -0.59 0.452
H 22.4883 -11.0763 27.8075 -0.07 -0.01 -0.11 0.324
H 21.4813 -9.6516 27.3050 -0.41 -0.54 0.08 0.227
H 22.8453 -9.3728 28.2427 0.64 -0.22 0.23 0.248
H 24.8837 -8.7880 24.9156 -0.46 0.27 -0.10 0.228
H 26.1740 -9.4654 24.3478 0.02 -1.51 -0.08 0.203
C 32.7430 -11.7387 19.8024 -0.46 0.13 -1.24 -0.260
C 32.9249 -10.2494 19.9097 -0.06 -0.38 0.93 -0.460
O 33.8835 -10.0866 20.9609 -0.27 0.93 -0.05 -0.512
O 31.7620 -12.2638 20.7182 0.94 0.41 -0.64 -0.514
H 33.7356 -12.1794 19.8946 0.03 -0.18 0.53 0.281
H 32.4732 -11.9391 18.7655 -0.54 -0.28 -0.17 0.291
H 31.9918 -9.7347 20.1394 -0.21 -0.20 0.24 0.315
H 33.2397 -9.7837 18.9758 0.53 -0.29 -0.07 0.254
H 33.4514 -9.5433 21.6240 0.30 0.03 0.20 0.313
H 31.7048 -13.1884 20.4666 -0.27 -0.17 0.28 0.293
C 27.1187 -13.2278 15.5336 -0.44 1.00 -1.26 -0.400
C 28.3188 -13.9467 14.8776 1.02 1.27 0.37 -0.145
O 29.4873 -13.0299 14.8653 -1.30 -0.56 0.31 -0.536
O 25.8683 -13.7177 15.0177 0.28 -0.71 0.73 -0.515
H 27.0561 -12.1718 15.2710 1.03 0.23 -0.17 0.233
H 27.1410 -13.1778 16.6223 -0.13 -0.83 0.01 0.285
H 28.1031 -14.2142 13.8432 -0.33 -0.06 0.11 0.271
H 28.5880 -14.8329 15.4522 -0.08 -0.14 -0.09 0.219
H 30.1436 -13.3875 14.2629 -0.02 -0.14 0.00 0.293
H 25.6673 -13.1977 14.2362 -0.08 -0.03 -0.05 0.277
C 19.6458 -13.0219 17.9324 -0.77 -1.41 -0.97 -0.393
C 19.9056 -12.1875 16.6957 0.70 -1.20 1.09 -0.405
O 18.8560 -11.3042 16.5612 -0.51 1.29 -0.54 -0.473
O 19.7013 -12.3935 19.1962 0.77 -0.33 -0.04 -0.475
H 20.2510 -13.9240 17.8428 0.86 0.26 0.89 0.346
H 18.6698 -13.4853 17.7878 -0.59 0.31 0.08 0.260
H 19.9467 -12.8331 15.8184 -0.20 -0.05 0.01 0.324
H 20.9071 -11.7728 16.8098 0.09 0.75 -0.18 0.217
H 18.7761 -10.8522 17.4043 -0.22 0.44 -0.15 0.297
H 19.3692 -11.4928 19.1859 -0.07 0.05 -0.16 0.289
C 28.3296 -6.7308 13.1778 -1.63 0.67 1.26 -0.308
C 28.8680 -8.0555 12.4859 0.66 2.41 1.41 -0.515
O 28.3085 -8.1466 11.2237 -0.18 -0.26 -0.96 -0.489
O 28.7003 -5.4244 12.6744 1.10 -0.92 -1.24 -0.491
H 28.4679 -6.5034 14.2348 0.67 -1.42 0.39 0.327
H 27.2477 -6.6144 13.1159 -0.34 -1.13 -0.33 0.231
H 28.7781 -9.0032 13.0169 -0.64 0.36 0.29 0.361
H 29.9427 -7.8874 12.4156 0.44 -0.15 -0.09 0.290
H 28.7433 -7.4524 10.7229 -0.31 -0.10 -0.51 0.330
H 29.2851 -5.5922 11.9318 0.23 0.52 -0.21 0.263
C 20.6695 -7.3962 19.7321 -1.49 2.18 0.08 -0.446
C 21.9267 -7.9209 19.1044 0.71 -0.60 2.48 -0.335
O 22.1436 -7.7294 17.7663 -0.60 0.61 -1.72 -0.532
O 19.5401 -8.1771 19.5631 -1.37 -2.69 -0.84 -0.508
H 20.3015 -6.4439 19.3502 1.19 0.70 -0.61 0.327
H 20.6747 -7.1846 20.8013 1.44 -0.29 0.30 0.339
H 22.0133 -8.9789 19.3522 -0.25 -0.36 0.15 0.253
H 22.7254 -7.4523 19.6795 0.22 0.23 0.18 0.307
H 23.0530 -7.9647 17.5683 -0.05 -0.01 -0.01 0.320
H 18.7725 -7.7710 19.9723 0.17 0.10 -0.02 0.286
C 35.2731 -18.8669 17.1349 -0.49 -0.13 -2.37 -0.263
C 35.4176 -17.4157 16.7978 -0.10 2.06 1.09 -0.400
O 34.2042 -16.6904 16.5822 -0.32 -0.37 -1.11 -0.503
O 34.7278 -19.0710 18.3639 -0.22 0.10 2.37 -0.499
H 36.2349 -19.3631 17.0055 0.16 -0.20 -0.11 0.281
H 34.5021 -19.3118 16.5058 0.47 -0.08 -0.78 0.205
H 36.1190 -17.1312 16.0136 -0.32 -0.62 -0.53 0.325
H 35.8592 -16.8977 17.6492 0.53 -0.28 0.55 0.262
H 33.7703 -16.3646 17.3742 0.41 -0.40 0.24 0.283
H 35.3253 -18.6298 18.9721 -0.14 -0.09 0.64 0.309

***

2.
145
Properties=species:S:1:pos:R:3:forces:R:3:mulliken_charge:R:1 method="wB97M-V/def2-TZVPD" e_above_lowest_kj_mol=60.2 lumo_ev=0.38 homo_energy_ev=-8.79 gap_ev=9.2 smiles=COC[C@H](C)N.COC[C@H](C)N.COC[C@H](C)N.COC[C@H](C)N.COC[C@H](C)N.OCCO.OCCO.OCCO.OCCO.OCCO.OCCO largest_force_ha_per_bohr=0.031 mol_weight_da=818.10
C -6.7692 2.2146 -0.9115 0.17 -0.36 0.16 -0.789
C -5.6639 1.2681 -1.3021 -0.75 -0.70 -0.40 0.780
O -5.0307 1.7386 -2.4628 0.40 0.15 0.46 -0.600
O -6.2163 3.4413 -0.4326 -0.60 -0.19 -0.26 -0.433
H -7.3846 1.7186 -0.1490 0.08 0.18 0.20 0.261
H -7.4311 2.3677 -1.7677 0.16 0.16 -0.10 0.383
H -6.1385 0.2961 -1.5198 -0.15 -0.01 -0.01 0.014
H -5.0403 1.0366 -0.4307 0.50 0.52 -0.16 -0.354
H -4.1441 1.3404 -2.5260 -0.05 -0.03 -0.18 0.550
H -6.7583 4.1227 -0.8399 0.26 0.28 0.21 0.290
C -1.4605 -0.1859 -3.1765 -0.45 0.57 -0.22 0.181
C -1.2266 0.4848 -4.5108 0.98 -0.04 -0.13 -0.759
O -0.5205 1.7061 -4.3677 0.11 0.41 -0.05 -0.533
O -2.5706 0.4366 -2.5047 0.62 -0.69 0.27 -0.264
H -0.5924 -0.0352 -2.5343 0.28 -0.11 -0.30 -0.186
H -1.5992 -1.2665 -3.2934 -0.25 0.01 -0.04 0.128
H -2.1059 0.6217 -5.1472 -0.36 -0.07 0.44 0.254
H -0.5388 -0.1339 -5.0961 -0.08 -0.16 0.09 0.400
H -0.8612 2.2358 -3.6353 -0.31 -0.20 0.13 0.223
H -2.4370 0.1399 -1.5777 -0.68 0.35 -0.12 0.108
C -0.1729 -0.2295 0.3493 -0.66 0.10 0.68 0.939
C -1.5292 -0.4575 0.9703 -1.17 -0.27 0.96 -0.896
O -2.6404 -0.4287 0.0695 0.75 0.13 -0.43 0.525
O 0.1334 -1.2587 -0.5560 -0.01 0.25 -0.64 1.361
H 0.5783 -0.2202 1.1482 -0.15 0.12 0.18 -1.012
H -0.1939 0.7841 -0.0630 0.36 -0.31 -0.80 -0.295
H -1.7992 0.2885 1.7268 0.77 0.04 0.25 0.659
H -1.5351 -1.4386 1.4643 0.17 -0.03 0.09 0.323
H -3.4545 -0.4130 0.6222 -0.01 -0.30 -0.21 -0.465
H 0.0778 -2.1110 -0.0795 0.15 0.08 0.09 -0.355
C 0.2387 4.2259 -1.6592 0.64 1.23 0.15 0.070
C 1.3018 4.0185 -2.7477 -1.23 -0.59 0.79 -0.789
O 2.0234 2.8416 -2.4770 1.07 -0.22 0.08 -0.406
O -0.6791 3.1674 -1.5614 0.02 -0.52 -0.43 0.219
H -0.2348 5.2041 -1.8080 -0.32 -0.15 -0.34 0.090
H 0.7924 4.3839 -0.7260 -0.01 -0.37 0.16 0.120
H 1.9739 4.8714 -2.6558 0.16 -0.08 -0.23 0.426
H 0.8722 3.9628 -3.7527 -0.06 0.17 0.01 0.264
H 1.4460 2.1216 -2.2052 -0.38 0.18 -0.22 0.164
H -1.3374 3.3567 -0.8689 0.35 0.40 -0.25 -0.009
C -1.7720 -4.5747 0.1633 0.34 -0.71 -0.11 0.860
C -0.4918 -4.7761 0.9650 0.25 1.01 0.26 -0.810
O 0.3556 -3.6395 0.6985 0.04 -0.57 -0.15 0.169
O -2.7406 -5.4102 0.7730 -0.36 0.26 -0.09 -0.642
H -1.5918 -4.8882 -0.8742 0.04 -0.06 0.02 0.144
H -2.0447 -3.5165 0.0895 -0.12 0.06 0.49 -0.475
H -0.0060 -5.7256 0.7288 0.06 0.09 -0.29 0.350
H -0.6620 -4.7877 2.0441 -0.51 -0.07 -0.06 0.302
H 1.1035 -3.6842 1.3232 -0.04 -0.15 0.05 -0.306
H -3.6040 -5.2704 0.3546 0.14 0.09 0.03 0.323
C 1.5641 -3.6770 -3.4273 -0.91 1.17 0.00 -0.329
C 2.4395 -4.5505 -2.5797 0.23 -0.37 -0.26 0.227
O 2.7077 -5.7731 -3.2687 0.00 -0.04 0.42 -0.581
O 1.4946 -2.3561 -2.8935 0.24 0.03 -0.14 -0.353
H 0.5380 -4.0523 -3.4999 0.18 -0.42 -0.11 0.257
H 1.9488 -3.5711 -4.4450 0.14 -0.19 0.06 0.358
H 1.9397 -4.7756 -1.6356 0.04 -0.18 -0.04 -0.133
H 3.3635 -4.0148 -2.3454 0.02 0.01 0.01 0.056
H 3.3887 -5.5962 -3.9233 -0.02 -0.02 -0.04 0.351
H 0.7603 -2.2675 -2.2762 0.06 0.09 0.11 -0.032
C -6.4767 -3.0031 1.6288 -0.57 -0.43 0.15 -1.607
C -5.1048 -2.5122 1.1636 -0.90 -0.32 -0.57 0.303
C -5.0123 -2.6912 -0.3552 0.21 -0.35 -0.21 -0.298
O -5.1614 -4.0775 -0.6595 -0.21 -0.16 0.58 -0.490
C -4.7057 -4.4520 -1.9246 0.61 -0.33 -0.91 -0.647
N -4.8930 -1.1078 1.5349 0.07 0.04 0.59 -0.474
H -6.6812 -4.0278 1.3129 0.30 -0.06 0.14 0.361
H -7.3226 -2.4458 1.2102 0.35 0.37 -0.26 0.367
H -6.6262 -2.9403 2.7092 0.34 -0.08 0.05 0.429
H -4.3231 -3.1048 1.6401 0.08 -0.05 -0.07 0.248
H -4.0549 -2.3630 -0.7692 0.00 0.32 0.21 0.093
H -5.8272 -2.1407 -0.8364 0.03 0.19 -0.07 0.389
H -4.8729 -5.5178 -2.0835 -0.22 -0.01 0.33 0.293
H -3.6215 -4.3130 -2.0347 -0.01 0.23 0.11 0.169
H -5.1771 -3.9449 -2.7728 -0.22 0.29 0.27 0.349
H -4.6749 -1.1483 2.5279 0.13 0.34 -0.03 0.303
H -5.7809 -0.6129 1.5114 0.01 0.03 -0.25 0.259
C 6.3126 1.9507 -2.7913 1.04 0.35 0.38 -1.490
C 6.1467 0.5784 -2.1863 -0.45 -0.67 -0.18 0.347
C 5.0943 0.6733 -1.0889 -0.21 0.81 0.63 -0.028
O 4.7670 -0.5267 -0.4038 -0.46 0.27 -0.67 -0.431
C 3.6252 -1.1821 -0.9529 0.55 -0.92 0.44 0.271
N 5.7779 -0.3764 -3.2429 -0.36 0.00 0.02 -0.738
H 6.5748 2.6655 -2.0050 -0.26 0.08 0.02 0.366
H 5.4217 2.3034 -3.3084 -0.01 -0.10 -0.07 0.276
H 7.1874 1.9481 -3.4432 -0.29 -0.01 -0.35 0.391
H 7.0965 0.1793 -1.8200 0.00 0.38 0.37 0.422
H 4.2044 1.1760 -1.4982 -0.19 -0.53 -0.34 -0.080
H 5.3498 1.4107 -0.3159 0.65 -0.26 0.00 0.255
H 2.7979 -0.5300 -1.2302 0.09 0.19 0.07 0.055
H 3.3017 -1.8922 -0.1879 -0.25 0.15 0.04 -0.164
H 3.8897 -1.8117 -1.8030 -0.04 0.26 -0.25 -0.246
H 4.8141 -0.1901 -3.5150 0.08 -0.01 -0.18 0.287
H 5.7646 -1.3122 -2.8519 0.07 0.01 -0.01 0.329
C -1.5568 7.1505 0.0394 0.36 0.33 -0.10 -1.597
C -2.6960 6.4021 -0.6541 0.60 0.70 -0.10 1.033
C -3.2200 5.2439 0.1880 -0.06 0.22 0.00 -0.559
O -2.1590 4.3721 0.5467 0.62 -0.19 -0.17 -0.346
C -2.5844 3.1322 1.0956 0.09 0.27 -0.26 -0.738
N -3.7819 7.3644 -0.9101 -0.06 -0.31 -0.78 -0.811
H -0.8257 6.4215 0.3889 0.09 0.31 0.24 0.302
H -1.8536 7.8613 0.8172 -0.48 -0.75 0.50 0.447
H -1.0595 7.8762 -0.6161 0.07 -0.55 -0.55 0.415
H -2.2917 6.0452 -1.6087 -0.02 -0.33 0.10 0.134
H -3.9633 4.6300 -0.3291 -0.28 0.40 -0.07 0.018
H -3.6546 5.7416 1.0631 -0.17 -0.42 0.20 0.298
H -2.9543 3.3106 2.1059 -0.34 -0.33 -0.02 0.438
H -1.7348 2.4497 1.1318 0.26 0.30 0.16 -0.011
H -3.2960 2.6487 0.4176 -0.41 0.12 0.32 0.305
H -3.3416 8.2423 -1.1694 -0.01 0.13 0.29 0.277
H -4.1978 7.0862 -1.7985 -0.41 -0.04 0.29 0.298
C 2.3877 -1.8633 2.8464 0.48 0.63 0.34 -1.112
C 3.1789 -3.1266 3.1902 -0.13 0.84 0.71 0.642
C 3.0574 -3.3742 4.6925 0.48 0.18 0.73 -1.162
O 3.6411 -2.2746 5.3582 0.30 0.46 -0.56 -0.145
C 3.4282 -2.1759 6.7436 0.49 -0.43 -0.17 -0.815
N 2.6513 -4.2591 2.4474 -0.14 -0.73 -0.30 -0.638
H 2.4586 -1.6469 1.7793 -0.52 -0.13 -0.05 -0.384
H 2.7487 -0.9566 3.3429 0.60 -0.30 0.04 0.803
H 1.3777 -1.9127 3.2619 -0.26 -0.44 -0.64 0.338
H 4.2452 -3.0016 2.9736 -0.02 0.27 0.08 0.160
H 3.6225 -4.2676 4.9945 -0.25 -0.27 -0.14 0.445
H 2.0196 -3.4534 5.0402 -0.15 -0.29 -0.36 0.441
H 3.9836 -1.2965 7.0634 -0.39 0.22 0.05 0.201
H 3.8937 -3.0122 7.2809 -0.24 -0.20 -0.03 0.319
H 2.3607 -2.1260 6.9711 0.01 0.14 0.19 0.323
H 3.1307 -4.3537 1.5563 0.01 0.19 -0.02 0.184
H 2.8844 -5.1241 2.9288 -0.20 0.01 0.04 0.256
C 2.4932 2.2404 0.8118 -0.07 -0.52 -0.57 -0.405
C 2.9022 2.0084 2.2570 0.38 1.26 -0.11 0.323
C 4.2627 1.3517 2.3944 0.63 -0.43 0.00 -0.616
O 4.5029 1.0783 3.7711 -0.48 0.35 -0.06 -0.487
C 5.6711 0.3382 4.0140 -0.52 -0.62 0.21 -0.530
N 2.8712 3.3430 2.9516 0.45 -1.46 0.25 -0.784
H 2.2078 1.2920 0.3485 0.05 0.04 -0.10 -0.721
H 3.2586 2.6759 0.1636 0.32 -0.09 0.33 0.597
H 1.6576 2.9290 0.6922 -0.21 -0.13 0.47 0.345
H 2.2382 1.2975 2.7556 -0.42 0.38 0.04 -0.066
H 5.1051 1.9704 2.0571 -0.22 0.32 -0.33 0.828
H 4.3022 0.4306 1.7975 -0.04 -0.09 0.09 0.228
H 6.5789 0.8032 3.6203 -0.03 0.08 -0.06 0.315
H 5.5387 -0.6736 3.6102 0.30 0.04 -0.18 0.083
H 5.7335 0.2155 5.0954 0.20 0.17 -0.02 0.253
H 3.6116 3.8741 2.4942 -0.16 0.21 -0.04 0.346
H 3.2924 3.1009 3.8514 -0.23 0.50 0.17 0.344